[1]
15
Properties=species:S:1:pos:R:3:mulliken_charge:R:1 method="wB97M-V/def2-TZVPD" mol_weight_g_mol=96.1 e_lumo_ev=0.9460 homo_energy_ev=-9.651 e_tot_ev=-8293.685 e_above_lowest_kcal_mol=30.24 smiles=C[C@H]1CN[C@H]1C#N
N -1.352 -2.609 -0.312 -0.44
N -1.469 0.811 0.509 -0.49
C -1.047 -1.626 0.217 0.02
C 0.609 0.315 0.354 0.24
C 1.481 -0.453 -0.621 -1.54
C -0.683 -0.372 0.895 0.20
C -0.333 1.386 -0.237 -0.56
H -2.297 0.611 -0.043 0.27
H 1.204 0.698 1.188 0.32
H -0.700 -0.564 1.975 0.28
H 0.896 -0.815 -1.474 0.40
H 1.951 -1.320 -0.145 0.35
H -0.416 1.314 -1.330 0.27
H 2.276 0.195 -1.007 0.39
H -0.121 2.427 0.033 0.29

[2]
17
Properties=species:S:1:pos:R:3:mulliken_charge:R:1 method="wB97M-V/def2-TZVPD" mol_weight_g_mol=111.1 e_lumo_ev=0.5717 homo_energy_ev=-7.967 e_tot_ev=-9902.147 e_above_lowest_kcal_mol=79.73
O -1.692 2.070 0.669 -0.51
N 0.594 1.473 0.978 -0.85
C -1.596 -0.791 -0.581 -1.62
C 2.164 0.299 -0.586 -1.39
C -0.525 -0.047 0.114 0.84
C -0.631 1.269 0.659 0.27
C 0.422 -1.033 0.780 -0.90
C 1.008 0.243 0.343 1.16
H 2.284 1.309 -0.994 0.35
H -2.310 -1.123 0.190 0.35
H -2.167 -0.172 -1.279 0.40
H 0.723 -1.913 0.213 0.28
H -2.439 1.677 0.198 0.32
H -1.260 -1.693 -1.100 0.35
H 0.255 -1.234 1.829 0.29
H 3.080 0.079 -0.022 0.32
H 2.090 -0.411 -1.410 0.34

[3]
12
Properties=species:S:1:pos:R:3:mulliken_charge:R:1 method="wB97M-V/def2-TZVPD" mol_weight_g_mol=73.1 e_lumo_ev=0.0902 homo_energy_ev=-7.958 e_tot_ev=-6758.206 e_above_lowest_kcal_mol=104.81
O -1.237 1.031 0.757 -0.65
N 0.554 -1.691 -0.367 -0.58
C 0.592 0.326 1.018 -0.39
C 0.486 -0.299 -0.248 0.70
C -0.096 0.475 -1.226 -0.70
H 0.009 1.547 -1.229 0.24
H -0.064 -2.076 -1.070 0.21
H 0.619 -0.287 1.913 0.27
H -1.764 1.824 0.969 0.21
H 0.439 -2.188 0.507 0.23
H -0.571 0.028 -2.092 0.24
H 1.034 1.310 1.068 0.23

[4]
86
Properties=species:S:1:pos:R:3:mulliken_charge:R:1 method="wB97M-V/def2-TZVPD" mol_weight_g_mol=881.2 multiplicity=5 e_lumo_ev="2.3037 / 1.3384" s_squared=6.045 homo_energy_ev="-3.232 / -4.799" e_tot_ev=-116667.630 total_charge=-1
Pt -0.018 0.010 0.434 1.30
Ge -0.811 3.268 -1.367 3.12
F -2.413 1.135 1.772 -0.23
F 1.237 -4.592 1.132 -0.39
F -1.892 -1.698 -1.036 -0.18
F -3.763 -3.553 -0.720 -0.33
F -2.779 1.057 -0.503 -0.31
F -0.629 -6.397 1.331 -0.34
N 2.363 0.294 0.112 1.19
N 0.660 -1.980 -0.152 -0.55
C 0.350 4.874 -1.383 -0.16
C 2.058 -2.177 0.176 -1.20
C -5.197 3.953 0.216 -0.36
C 2.747 1.371 -0.812 -0.99
C -4.901 4.466 -1.074 -0.85
C 1.892 7.224 -1.359 -0.45
C -1.656 -0.371 4.520 -1.82
C -2.814 3.346 0.570 0.28
C -1.196 0.544 -4.562 -0.70
C -2.256 -5.031 0.323 -0.53
C -0.324 -0.855 2.456 -2.16
C -0.164 6.069 -0.879 -0.58
C 2.276 1.124 -2.236 -1.61
C -0.783 2.463 -3.151 0.19
C -0.466 0.074 3.661 2.01
C 1.653 4.889 -1.883 0.30
C -4.229 3.421 1.005 -1.35
C -2.523 -3.805 -0.263 -0.15
C -0.217 -2.993 0.036 0.37
C 2.749 0.608 1.497 -0.65
C -0.962 -5.223 0.750 0.04
C -3.587 4.364 -1.573 -0.44
C -0.524 2.039 0.152 -1.28
C 2.856 -1.006 -0.349 -0.96
C 2.420 6.047 -1.873 -0.95
C -0.372 3.177 -4.274 -0.59
C -1.555 -2.844 -0.413 -0.15
C -1.206 1.141 -3.309 -0.25
C 0.020 -4.261 0.626 0.68
C 0.791 0.136 4.531 -1.54
C 4.235 0.877 1.750 -1.80
C -2.575 3.860 -0.808 -0.42
C -0.767 1.261 -5.673 -0.49
C 0.596 7.232 -0.862 -0.74
C -0.361 2.580 -5.529 -0.62
B -2.173 1.791 0.543 0.53
H 3.838 1.499 -0.810 0.37
H -1.787 0.290 5.383 0.42
H 3.918 -1.138 -0.102 0.16
H 4.387 0.984 2.825 0.46
H -5.690 4.886 -1.684 0.37
H -3.017 -5.788 0.435 0.49
H 2.170 1.484 1.793 0.42
H 2.304 2.292 -0.426 0.70
H 1.606 0.675 4.046 0.26
H -0.047 4.206 -4.167 0.37
H 2.459 -3.066 -0.320 0.69
H 4.867 0.056 1.409 0.28
H 2.759 -1.031 -1.429 0.49
H 0.580 0.645 5.475 0.47
H 2.488 8.128 -1.346 0.37
H 3.427 6.033 -2.273 0.40
H 0.056 2.589 0.905 0.73
H -0.751 0.792 -6.650 0.37
H -1.548 0.580 -2.446 0.31
H -0.037 3.145 -6.395 0.40
H 0.364 -1.685 2.646 0.39
H -0.695 1.083 3.308 -0.29
H -1.180 6.086 -0.497 0.36
H 4.574 1.796 1.273 0.34
H -2.168 3.865 1.303 0.07
H 2.418 -0.219 2.121 0.29
H -1.500 -1.389 4.889 0.40
H 2.077 3.984 -2.299 0.20
H 2.895 0.398 -2.762 0.53
H 0.175 8.149 -0.468 0.40
H 2.311 2.045 -2.813 0.60
H -4.479 3.014 1.979 0.42
H -1.306 -1.264 2.195 0.63
H -1.527 -0.482 -4.669 0.45
H -6.223 3.976 0.567 0.36
H 1.144 -0.873 4.767 0.29
H 1.249 0.763 -2.228 0.08
H -3.386 4.664 -2.598 0.38
H 2.227 -2.302 1.254 0.33
H -2.571 -0.352 3.928 0.40

[5]
7
Properties=species:S:1:pos:R:3:mulliken_charge:R:1 method="wB97M-V/def2-TZVPD" mol_weight_g_mol=70.1 e_lumo_ev=0.6641 homo_energy_ev=-8.829 e_tot_ev=-7130.063 e_above_lowest_kcal_mol=87.18
O -2.555 0.501 -0.012 -0.11
N 0.506 0.194 0.001 0.49
N 0.848 1.369 0.065 -0.90
C 0.382 -0.992 0.100 -0.15
C -2.561 -0.618 -0.025 0.10
H 0.116 1.965 -0.020 0.25
H -0.103 -1.778 -0.250 0.32

[6]
64
Properties=species:S:1:pos:R:3:mulliken_charge:R:1 method="wB97M-V/def2-TZVPD" mol_weight_g_mol=820.1 e_lumo_ev=-0.7385 homo_energy_ev=-8.128 e_tot_ev=-74460.721 e_above_lowest_kcal_mol=5.76
I -2.499 2.883 -3.611 0.02
Zr -0.371 0.139 0.209 -0.98
Cl 1.423 0.269 -6.819 -0.26
O 2.824 -0.967 2.762 -0.68
O -0.906 -1.733 -0.680 -0.26
O -1.408 0.787 4.286 -0.68
O -0.820 1.206 -1.462 0.01
N -1.684 -3.829 -0.835 -0.39
N -1.143 -0.149 2.174 0.42
N -0.953 2.272 1.143 0.50
N 1.700 1.290 0.321 0.69
N -5.146 -3.713 -0.049 -0.55
N 1.053 -1.115 1.258 1.36
N -2.941 0.443 0.114 -0.50
N 1.222 -0.446 -1.715 0.61
C 3.355 2.845 -0.381 -1.04
C 4.301 2.209 0.412 -0.36
C -1.339 0.845 3.075 0.24
C 2.066 2.357 -0.393 -0.12
C 0.755 0.134 -2.857 0.42
C -0.360 1.005 -2.689 0.08
C 0.754 0.535 -5.236 0.56
C -1.494 2.172 2.363 0.53
C -0.170 -4.090 3.179 -0.76
C -1.345 -3.550 3.693 -0.74
C -1.915 4.444 0.960 -1.00
C -3.203 -0.672 -0.040 0.83
C 2.910 -1.530 -2.996 -1.22
C 2.620 0.657 1.060 0.19
C 0.659 -3.327 2.367 -0.87
C 0.297 -2.027 2.064 0.17
C 2.451 -0.971 -4.152 -0.74
C -0.878 1.596 -3.814 -0.45
C 2.254 -1.241 -1.783 -0.37
C -2.471 4.326 2.227 -0.30
C -3.196 -2.059 -0.274 -0.06
C 3.926 1.100 1.149 -0.96
C -1.908 -2.535 -0.588 0.88
C -4.303 -2.928 -0.132 -0.41
C -0.321 1.356 -5.090 -0.38
C 1.333 -0.105 -4.113 -0.01
C -1.706 -2.241 3.402 -0.55
C -0.884 -1.486 2.582 0.65
C -2.258 3.161 2.944 -1.08
C -1.176 3.395 0.453 -0.20
C 2.176 -0.585 1.807 0.19
H -3.078 5.124 2.638 0.43
H 3.762 -2.195 -2.996 0.44
H 1.592 -3.727 1.989 0.48
H -2.413 -4.505 -0.680 0.22
H 2.576 -1.688 -0.847 0.51
H -2.609 -1.803 3.806 0.49
H 3.606 3.708 -0.983 0.46
H 5.319 2.575 0.447 0.43
H -0.749 1.834 -5.961 0.43
H -1.981 -4.151 4.330 0.41
H -2.662 2.988 3.931 0.54
H 0.110 -5.107 3.423 0.43
H -0.730 -4.137 -0.891 0.25
H 1.296 2.822 -0.994 0.30
H -0.781 3.433 -0.552 0.31
H -2.072 5.326 0.354 0.44
H 2.928 -1.180 -5.100 0.45
H 4.603 0.558 1.794 0.57

[7]
18
Properties=species:S:1:pos:R:3:mulliken_charge:R:1 method="wB97M-V/def2-TZVPD" mol_weight_g_mol=105.1 e_lumo_ev=0.8627 homo_energy_ev=-9.396 e_tot_ev=-9911.094 e_above_lowest_kcal_mol=26.46 smiles=C[C@H](O)[C@@H](N)CO
O 1.048 -1.117 2.151 -0.52
O -0.861 0.293 -2.012 -0.53
N 0.497 -1.557 -0.518 -0.64
C -0.259 0.788 -0.826 0.36
C -0.110 -0.397 0.135 -0.07
C 0.793 -0.023 1.298 -0.47
C -1.057 1.953 -0.227 -1.34
H 0.342 0.781 1.891 0.27
H -1.077 1.851 0.862 0.32
H -1.104 -0.743 0.440 0.33
H 1.259 -1.321 -1.139 0.22
H -1.455 0.938 -2.397 0.30
H 0.855 -1.913 1.618 0.34
H 0.755 1.128 -1.065 0.19
H -0.190 -2.134 -0.970 0.22
H -0.610 2.909 -0.468 0.31
H -2.101 1.939 -0.542 0.43
H 1.724 0.358 0.861 0.28

[8]
19
Properties=species:S:1:pos:R:3:mulliken_charge:R:1 method="wB97M-V/def2-TZVPD" mol_weight_g_mol=119.9 e_lumo_ev=-3.3720 homo_energy_ev=-15.368 e_tot_ev=-11595.062 e_above_lowest_kcal_mol=0.00 smiles=CC(C)([NH3+])OB(O)O total_charge=+1
O -2.047 0.638 -1.246 -0.73
O -1.099 -0.594 0.594 -0.59
O -3.328 -0.957 0.117 -0.43
N 0.345 1.314 0.049 -0.19
C 0.618 -0.668 -1.221 -1.72
C 0.344 -0.145 0.184 1.17
C 1.212 -0.733 1.345 -1.41
B -2.214 -0.311 -0.219 0.79
H 0.140 0.003 -1.948 0.47
H 0.468 -1.212 2.059 0.37
H -0.396 1.679 -0.487 0.26
H 1.187 1.396 -0.430 0.36
H 1.785 0.013 1.968 0.35
H 0.491 1.872 0.939 0.38
H -3.989 -1.102 -0.537 0.31
H 0.189 -1.623 -1.329 0.43
H -2.855 0.828 -1.764 0.33
H 1.693 -0.828 -1.375 0.46
H 1.759 -1.535 1.056 0.38

[9]
154
Properties=species:S:1:pos:R:3:mulliken_charge:R:1 method="wB97M-V/def2-TZVPD" mol_weight_g_mol=1282.0 e_lumo_ev=1.8643 homo_energy_ev=-3.701 e_tot_ev=-126600.363 total_charge=-1
Sr 0.514 -0.387 0.877 1.94
S -0.601 2.793 -1.052 -0.19
S 2.779 -0.517 -1.694 0.09
S 2.661 1.904 2.387 -0.13
N -0.292 -2.285 3.470 0.76
N 0.397 2.654 -3.649 0.54
N 5.323 0.139 -0.789 0.43
N 3.861 1.754 -0.770 1.00
N -1.649 -2.869 1.482 1.50
N 0.016 -2.335 -3.099 0.22
N 2.056 4.634 2.142 0.53
N 3.260 -5.821 -3.606 -0.65
N -1.283 0.349 2.451 0.77
N -1.547 -0.526 -0.131 0.33
N 1.888 2.736 -2.060 0.68
N 2.441 3.572 0.282 0.50
C 1.460 -3.373 4.435 -1.80
C -0.522 -4.531 3.100 0.50
C -2.293 2.323 2.916 -1.54
C 4.029 0.448 -1.054 -0.53
C 5.922 -1.685 -2.320 -1.55
C -2.191 1.268 1.990 -0.63
C -0.378 -5.980 3.145 0.63
C -3.729 -0.806 -0.769 -1.50
C 0.963 -4.521 0.202 0.34
C -6.457 2.313 1.826 -0.91
C 2.670 1.355 6.895 -1.23
C 2.122 0.805 5.745 0.46
C 0.257 -3.562 3.636 0.60
C 1.634 5.061 3.503 1.69
C -1.700 -1.787 -0.445 2.90
C 2.178 4.878 -0.046 -1.40
C 7.374 -1.144 -0.380 -2.43
C -1.334 -6.773 2.502 -0.16
C -3.086 -1.987 -0.914 -1.68
C -0.222 -8.793 3.190 -0.37
C -2.915 -2.429 3.514 -1.27
C 0.749 -8.020 3.814 -0.94
C 2.435 6.311 3.875 -1.92
C 5.929 -1.214 -0.869 1.60
C -6.900 2.871 0.633 -0.39
C -0.066 1.019 6.688 -0.12
C 0.747 0.626 5.625 0.30
C -0.287 -4.014 -0.161 -0.53
C -3.105 -3.722 3.216 -1.25
C 1.111 -4.380 -3.669 0.24
C -0.808 2.411 -4.484 1.91
C 1.368 -5.798 -0.155 -0.94
C 1.952 5.544 1.098 -0.41
C 1.493 -2.091 4.829 -1.64
C 1.861 4.012 4.576 -1.94
C -1.146 -4.041 -4.325 -1.06
C -2.028 1.946 -3.694 -2.34
C -0.845 0.782 3.653 0.04
C -1.071 -2.799 -3.708 -0.17
C -4.815 2.272 -0.402 0.09
C -5.199 1.739 1.906 -0.27
C 0.391 -1.325 4.226 0.07
C -1.134 3.709 -5.220 -1.91
C 5.160 -2.174 0.038 -1.30
C -1.431 2.024 3.970 -1.19
C 0.138 5.375 3.432 -1.76
C -0.735 -2.682 0.333 -1.84
C -1.563 -2.395 2.846 0.35
C -1.261 -8.156 2.528 -1.02
C 1.083 -3.125 -3.068 0.23
C -3.041 1.042 0.822 0.63
C 0.529 -6.616 -0.902 -0.77
C -6.073 2.851 -0.482 -0.86
C 1.851 1.753 7.941 -0.56
C 5.962 1.285 -0.331 -0.32
C 2.360 3.407 1.623 -0.12
C -0.027 -4.851 -4.313 -0.37
C -4.366 1.704 0.789 -0.16
C 0.675 -6.638 3.790 -0.20
C -2.776 0.109 -0.143 -0.80
C -0.465 1.299 -5.484 -2.00
C -1.115 -4.859 -0.910 0.18
C 1.656 2.698 -4.242 -0.77
C 0.549 2.712 -2.291 -0.14
C 2.567 2.728 -3.256 -1.12
C -0.716 -6.137 -1.282 -0.87
C 2.310 -5.175 -3.624 -0.15
C 0.477 1.586 7.831 -0.95
C 0.101 -0.017 4.441 1.26
C 5.047 2.275 -0.318 -1.47
C -1.737 -3.857 2.537 -0.05
B 2.441 2.374 -0.673 0.84
H 1.265 3.123 4.401 0.06
H 7.791 -2.149 -0.434 0.46
H 6.544 -1.030 -2.933 0.38
H 2.260 7.143 3.194 0.41
H -4.776 -0.605 -0.940 0.60
H -2.806 1.718 -4.425 0.69
H -1.377 0.989 -5.993 0.50
H 2.764 0.536 4.919 0.46
H 2.346 -6.156 0.143 0.46
H -0.417 4.476 3.164 0.33
H -1.931 -2.138 -3.701 0.46
H 1.794 2.687 -5.306 0.51
H 1.448 -6.064 4.279 0.22
H -0.047 0.437 -4.961 0.41
H -1.382 -6.763 -1.865 0.39
H 2.143 5.211 -1.066 0.58
H 0.245 1.620 -6.246 0.47
H 5.165 -1.806 1.065 0.37
H 4.909 -1.687 -2.721 0.21
H 1.962 -2.752 -2.558 0.41
H -2.134 -6.285 1.957 0.44
H -6.404 3.292 -1.413 0.41
H 7.987 -0.494 -1.006 0.50
H -0.080 6.147 2.694 0.41
H -7.097 2.324 2.700 0.39
H 0.846 -7.611 -1.185 0.35
H -1.136 0.872 6.611 0.47
H 1.709 1.546 -0.254 -1.25
H 1.695 6.572 1.256 0.50
H 1.576 -8.499 4.324 0.40
H -3.513 -2.916 -1.258 0.56
H 5.135 3.298 -0.001 0.63
H 1.561 4.454 5.528 0.64
H -2.018 -8.739 2.019 0.36
H -3.959 -4.384 3.274 0.41
H -2.099 -4.507 -1.194 -0.06
H -2.063 -4.361 -4.798 0.45
H 2.904 3.708 4.639 0.45
H 3.742 1.489 6.962 0.40
H -0.164 -9.873 3.214 0.39
H -1.814 1.050 -3.112 0.33
H -0.174 1.888 8.642 0.41
H 1.625 -3.883 0.779 0.41
H 3.503 6.087 3.880 0.40
H -0.281 4.055 -5.807 0.38
H -2.921 3.195 2.812 0.80
H 6.995 1.304 -0.050 0.49
H -1.247 2.617 4.851 0.74
H -1.977 3.556 -5.895 0.44
H -7.883 3.321 0.573 0.38
H 2.240 -1.650 5.468 0.56
H 4.128 -2.287 -0.291 0.02
H -4.151 2.270 -1.258 0.49
H -1.399 4.487 -4.503 0.34
H -2.389 2.704 -3.005 0.52
H 2.144 6.631 4.875 0.46
H 3.641 2.723 -3.303 0.64
H 5.645 -3.150 0.013 0.52
H -3.525 -1.645 3.942 0.51
H 6.321 -2.699 -2.375 0.48
H 2.177 -4.130 4.703 0.54
H 2.279 2.189 8.835 0.39
H -0.029 -5.828 -4.777 0.50
H -0.208 5.722 4.408 0.46
H 7.437 -0.809 0.655 0.47
H -4.853 1.298 2.832 0.47

[10]
50
Properties=species:S:1:pos:R:3:mulliken_charge:R:1 method="wB97M-V/def2-TZVPD" mol_weight_g_mol=385.5 e_lumo_ev=0.4690 homo_energy_ev=-8.319 e_tot_ev=-42562.051 e_above_lowest_kcal_mol=34.95 smiles="COCCn1c(SCC(=O)c2[nH]c(C)c(C(C)=O)c2C)nc2ccccc21"
S 1.991 0.600 1.495 -0.14
O -0.985 -5.580 -1.482 -0.63
O 3.351 -2.505 0.584 -0.67
O -1.714 2.378 3.616 -0.40
N 0.263 2.669 1.245 0.37
N 0.398 -1.269 -1.070 0.21
N 0.530 1.464 -0.622 -0.50
C -0.417 -3.305 -1.423 0.21
C -1.032 2.800 -2.055 -0.41
C -2.432 1.583 2.701 -0.52
C -2.392 -4.172 -2.771 -1.35
C -1.229 -4.446 -1.842 0.82
C 0.817 -3.438 -0.732 1.07
C -0.358 2.479 -0.884 0.05
C -2.071 4.633 -0.856 -0.70
C -0.636 -1.931 -1.602 0.55
C -1.405 4.331 0.316 -0.91
C 0.872 1.614 0.635 0.20
C 0.436 3.077 2.611 -1.08
C 1.310 -2.148 -0.526 -0.48
C 2.542 -1.740 0.092 0.42
C -0.322 2.193 3.620 -0.32
C -1.886 3.884 -2.019 -0.63
C 1.459 -4.707 -0.322 -1.41
C 2.845 -0.239 0.112 -0.99
C -1.754 -1.161 -2.206 -1.24
C -0.544 3.247 0.287 0.74
H 0.011 2.477 4.623 0.38
H 3.910 -0.114 0.311 0.52
H -2.751 5.471 -0.875 0.40
H -2.426 4.161 -2.911 0.39
H 0.085 4.107 2.704 0.36
H -0.883 2.225 -2.955 0.51
H 0.860 -5.188 0.450 0.27
H 1.502 3.032 2.855 0.46
H -2.708 -1.445 -1.767 0.33
H -1.559 4.910 1.213 0.37
H -2.146 0.528 2.786 0.29
H -1.598 -0.098 -2.033 -0.01
H 2.458 -4.521 0.058 0.42
H -0.064 1.139 3.448 0.38
H 2.560 0.276 -0.802 0.50
H -2.813 -5.121 -3.094 0.37
H 1.494 -5.396 -1.163 0.35
H -1.815 -1.331 -3.280 0.31
H -3.482 1.693 2.966 0.26
H 0.465 -0.243 -1.037 0.08
H -2.065 -3.606 -3.639 0.33
H -3.161 -3.606 -2.252 0.31
H -2.293 1.908 1.665 0.15

[11]
18
Properties=species:S:1:pos:R:3:mulliken_charge:R:1 method="wB97M-V/def2-TZVPD" mol_weight_g_mol=178.2 e_lumo_ev="-0.9945 / -0.9948" homo_energy_ev="-9.278 / -9.278" e_tot_ev=-24149.875 e_above_lowest_kcal_mol=51.98 smiles="N#CC1=CN=C(S)[C@H](C#N)[C@@H]1N"
S 2.819 -0.212 1.667 -0.19
N -2.979 1.959 -1.645 -0.51
N 0.938 -3.167 0.514 -0.43
N 0.107 -0.546 -1.594 -0.66
N 0.937 1.566 1.030 -0.57
C -0.689 -0.292 -0.377 0.35
C -0.146 1.978 0.386 -0.13
C 0.137 -0.709 0.882 0.42
C -0.966 1.208 -0.347 -0.28
C -2.032 1.707 -1.073 -0.01
C 1.226 0.318 1.118 0.22
C 0.540 -2.131 0.774 -0.26
H -1.585 -0.891 -0.346 0.51
H 2.746 -1.466 1.241 0.16
H -0.282 -0.088 -2.401 0.24
H -0.277 2.991 0.438 0.62
H 0.232 -1.497 -1.909 0.25
H -0.727 -0.726 1.642 0.27

[12]
15
Properties=species:S:1:pos:R:3:mulliken_charge:R:1 method="wB97M-V/def2-TZVPD" mol_weight_g_mol=70.1 e_lumo_ev=1.2665 homo_energy_ev=-9.849 e_tot_ev=-5345.070 e_above_lowest_kcal_mol=50.65 smiles=CCC1CC1
C -0.780 -0.804 1.232 -0.51
C 0.218 0.062 1.848 -0.52
C 0.748 0.118 -0.763 -0.60
C -0.089 0.175 -2.066 -0.83
C -0.125 0.300 0.422 0.00
H -0.431 -1.956 1.245 0.21
H 1.413 -0.712 -0.721 0.36
H 1.180 -0.407 2.076 0.24
H 0.612 0.617 -2.941 0.26
H -0.486 -0.880 -2.210 0.26
H -0.916 1.076 0.334 0.20
H -1.868 -0.576 1.493 0.23
H -0.011 0.900 2.595 0.21
H -0.879 1.045 -1.793 0.23
H 1.414 1.040 -0.752 0.25